9
Properties=species:S:1:pos:R:3:forces:R:3 method="wB97M-V/def2-TZVPD" homo_energy_ha="-0.28826 / -0.28830"
C 2.135764 -0.199486 -0.705850 0.833 -0.514 1.381
C -0.025743 -0.339564 0.398515 -2.066 1.414 1.710
C -1.091776 -0.417180 -0.715850 0.264 -0.245 0.855
N 1.223486 -0.380677 0.002328 2.068 0.125 -1.876
O -1.685479 1.816233 0.713869 -0.127 0.855 -0.027
S -0.812856 1.293303 -0.333316 -0.841 -1.217 0.493
Br -2.685906 -1.168530 0.112149 0.071 0.247 -0.439
H 3.152733 -0.444536 -0.995327 -0.619 0.040 -0.324
H -0.210222 -0.159563 1.523483 0.417 -0.706 -1.773

23
Properties=species:S:1:pos:R:3:forces:R:3 method="wB97M-V/def2-TZVPD" homo_energy_ha=-0.38127 charge=+1
C -1.995531 0.631451 0.921360 0.024 0.055 -0.220
C -1.173578 1.224691 -0.229434 -0.104 -0.156 -0.152
C -2.296224 -0.773559 0.422599 -0.376 0.211 0.308
C -0.361967 0.060244 -0.782870 1.159 0.203 -0.034
C 2.139380 -0.014043 0.041983 -1.001 0.232 -0.603
N 2.428959 -1.312832 -0.198927 0.043 0.606 0.450
N 2.600273 0.962262 -0.769381 0.182 -0.422 0.494
N -0.990732 -1.174586 -0.171093 0.135 -0.085 -0.027
O 1.759477 0.250048 1.289840 0.379 -0.300 -0.264
H -1.406607 0.584648 1.838117 -0.023 -0.022 0.099
H -2.900872 1.197857 1.117194 -0.064 -0.034 0.115
H -1.848539 1.644284 -0.983351 0.018 0.104 0.089
H -0.541485 2.045555 0.117320 -0.017 0.133 0.092
H -2.609600 -1.468156 1.199583 0.020 -0.082 -0.039
H -3.045003 -0.744586 -0.369387 0.119 -0.089 -0.033
H -0.427310 -0.017572 -1.867318 -0.150 -0.203 0.035
H 2.494412 -1.911646 0.610787 0.005 0.024 -0.035
H 3.048813 -1.531500 -0.960014 -0.013 -0.034 -0.073
H 2.843587 0.712761 -1.713806 -0.054 0.003 -0.029
H 2.243228 1.897887 -0.658017 -0.095 -0.081 -0.012
H -0.380888 -1.504193 0.583811 -0.158 -0.126 -0.196
H -1.078472 -1.931407 -0.849408 0.002 0.083 0.142
H 1.498684 1.172401 1.410405 -0.031 -0.018 -0.106

22
Properties=species:S:1:pos:R:3:forces:R:3 method="wB97M-V/def2-TZVPD" smiles=CCC.CCC homo_energy_ha=-0.40681
C 0.483118 0.710061 -2.220987 0.026 -0.779 0.435
C 0.532168 -0.812717 -1.973559 0.661 0.186 0.331
C -0.800824 -1.389038 -1.546933 -1.536 0.693 -1.630
H 0.575875 1.192848 -1.248413 -0.267 0.301 -0.095
H -0.457622 0.981988 -2.697926 0.108 0.256 -0.110
H 1.347101 1.027424 -2.801262 -0.133 0.070 -0.219
H 0.872367 -1.320438 -2.870251 0.067 -0.140 -0.173
H 1.316955 -0.950340 -1.225235 -0.048 -0.338 0.064
H -1.454928 -1.277454 -2.430933 0.138 -0.065 -0.071
H -0.936760 -2.447023 -1.338138 0.676 -0.005 0.555
H -1.346166 -0.741565 -0.868540 0.249 -0.280 0.650
C -1.134393 0.705051 2.554060 -0.502 0.676 -0.120
C -0.261259 0.175125 1.423334 0.694 0.204 0.625
C 1.211540 0.464974 1.734523 -0.021 -0.856 -0.007
H -0.716085 0.770569 3.560575 0.567 -0.589 -0.172
H -1.384591 1.748548 2.367482 -0.274 0.092 -0.219
H -2.050314 0.141228 2.646797 -0.436 -0.052 -0.032
H -0.527889 0.570684 0.449626 -0.233 0.548 0.133
H -0.420151 -0.889389 1.275300 0.222 -0.282 0.303
H 1.490520 -0.167029 2.581730 0.138 0.089 0.032
H 1.434157 1.490348 2.024832 -0.241 0.146 -0.179
H 1.854200 0.172436 0.906516 0.143 0.124 -0.100

We obtain energy relative to the best compared isomer or geometry (same formula, charge and spin) values of 544.9 236.8 55.4 kJ/mol for the records listed above, in that order.
We obtain total energy values of -87552.185 -11921.952 -6481.083 eV for the records listed above, in that order.